The following is a quantum chemistry calculation of 14 unconnected molecules or ions with the total composition C41H80Br28INO2 in a non-equilibrium geometry, from the OMol25 dataset.

Its net charge is 0. For the gap between HOMO and LUMO, the calculation gives 8.38 eV. The calculation puts the molar mass at 2983.31 g/mol.

Element x y z (Å)
H (-3.776, 1.350, -1.562)
H (-1.661, 9.180, 4.776)
C (-0.638, 0.631, -1.196)
H (6.736, -2.903, -0.105)
H (1.569, -0.872, -3.661)
H (0.671, -1.852, -0.973)
Br (6.029, -1.557, 1.878)
Br (-5.650, 2.527, 1.630)
H (-5.945, 1.381, 7.550)
Br (-1.329, 3.211, -3.802)
H (3.676, -11.962, -14.910)
Br (1.324, -11.832, -10.105)
H (-0.008, -5.347, 3.435)
H (1.444, 4.981, 12.342)
Br (-7.879, 2.285, 9.538)
Br (-4.550, 0.161, 5.873)
Br (-3.381, 7.416, 4.976)
C (7.137, -1.983, 0.330)
C (-7.486, 4.953, 10.512)
C (-1.596, 8.103, 4.595)
H (-7.336, 2.804, 5.845)
H (-5.059, 4.669, 0.488)
H (0.622, 8.516, 0.804)
H (0.563, -9.168, -9.148)
I (1.687, 0.194, 1.052)
Br (-7.059, 5.875, 2.293)
Br (-9.288, 5.633, 10.201)
H (2.531, 10.313, 7.876)
C (1.016, 5.968, 12.144)
H (-0.310, 8.407, 2.892)
H (-7.494, 4.465, 11.490)
H (-3.519, -0.469, -0.855)
H (3.263, -1.092, -2.877)
H (-6.946, 0.457, 6.401)
C (2.121, -0.878, -2.601)
C (1.591, -4.914, -5.092)
C (1.070, 8.093, -1.297)
N (1.004, 2.498, -0.732)
H (3.619, 2.752, -2.561)
H (0.469, -4.054, 4.743)
C (1.269, -9.248, -8.316)
C (2.025, 0.599, -1.991)
C (3.778, -10.968, -13.000)
C (-1.197, 7.828, 3.164)
H (0.828, 8.479, -2.291)
H (-6.851, 5.842, 10.559)
C (3.219, 2.041, -3.432)
H (8.131, -2.183, 0.739)
H (1.836, -2.647, 3.093)
Br (-3.798, 3.314, -6.547)
H (-5.970, 3.852, 9.448)
C (-4.008, 2.720, -4.701)
Br (-1.549, 2.078, 1.419)
Br (2.608, -2.263, -5.484)
C (-4.816, 4.283, 1.482)
Br (0.237, 6.336, -1.149)
Br (1.504, 6.756, 6.855)
H (3.319, -2.403, 0.992)
H (-6.244, 2.199, 4.573)
H (0.754, -5.613, -5.183)
H (1.456, -3.871, -7.011)
Br (-0.677, 5.963, 2.923)
C (-5.258, 5.195, 2.603)
Br (3.150, -5.908, -5.711)
H (2.146, 7.903, -1.238)
H (0.834, -4.643, 0.758)
C (-7.045, 4.042, 9.390)
H (0.468, -2.753, 1.001)
H (-5.265, 4.707, 3.582)
Br (1.306, -11.610, -14.304)
Br (4.326, -12.248, -7.996)
H (-1.298, -0.604, 4.287)
C (0.919, 0.958, -0.864)
O (1.834, 1.557, -3.131)
H (3.176, -9.039, -9.296)
C (1.896, 9.424, 7.828)
H (2.677, -4.118, -1.675)
H (-4.077, 0.957, 0.257)
H (-3.540, 3.417, -2.716)
H (3.093, 0.889, -1.542)
C (2.893, -13.511, -8.390)
C (-3.370, 0.696, -0.668)
H (-3.741, 4.093, 1.540)
Br (2.449, 7.231, 12.539)
Br (-5.092, 3.807, 6.100)
C (-1.780, 1.054, -0.287)
H (-5.081, 2.782, -4.503)
H (-3.349, 4.674, -3.965)
H (4.870, -10.930, -13.044)
C (3.195, -11.132, -14.385)
C (2.449, -13.402, -9.830)
H (0.945, -2.825, -2.553)
C (-3.238, 3.607, -3.750)
C (1.353, -3.685, -5.938)
H (0.168, 2.928, -1.184)
H (3.983, 1.132, -3.549)
H (-2.830, -1.042, 5.360)
H (0.364, -3.265, -5.739)
C (-2.168, -1.396, 4.436)
H (2.091, -13.318, -7.673)
C (7.183, -0.829, -0.644)
H (3.281, -13.326, -10.537)
H (-1.938, -3.878, 2.766)
C (-1.122, -3.248, 3.323)
H (-4.623, 6.084, 2.650)
H (3.399, -4.251, 0.639)
C (-6.109, 1.155, 6.493)
O (-1.636, -2.779, 4.652)
H (3.289, 2.662, -4.421)
H (7.975, -0.979, -1.383)
Br (0.094, 10.104, 7.518)
C (2.337, 8.513, 6.707)
C (0.197, -4.184, 3.591)
C (0.629, 9.004, -0.175)
Br (5.537, -0.717, -1.684)
Br (3.243, -9.269, -12.206)
Br (0.358, -8.573, -6.729)
Br (-0.553, 7.646, 10.430)
H (3.155, -8.362, -7.648)
H (7.322, 0.142, -0.161)
H (-1.994, 8.032, 2.444)
H (2.478, -4.417, 2.960)
Br (-1.173, 9.684, -0.485)
Br (2.246, -6.749, -9.326)
H (2.095, 8.899, 5.713)
C (2.735, -3.038, -1.171)
H (3.270, -10.229, -14.997)
C (1.506, -2.128, -1.760)
H (1.889, 8.936, 8.807)
H (-0.783, -2.277, 2.757)
C (1.534, -3.749, 2.750)
H (0.214, 6.161, 12.862)
H (1.080, 2.761, 0.289)
H (3.818, -2.636, -1.446)
H (3.474, -11.756, -12.305)
H (1.458, -10.305, -8.107)
H (1.755, -4.688, -4.034)
C (1.264, -3.611, 1.105)
H (1.821, -14.253, -10.106)
H (3.413, 8.323, 6.765)
H (1.264, 9.893, -0.128)
C (0.571, 6.077, 10.704)
H (3.322, -14.498, -8.193)
H (-7.288, 4.428, 8.396)
C (2.727, -3.283, 0.445)
C (-6.347, 2.384, 5.646)
H (-2.884, -1.414, 3.493)
Br (-1.321, -0.313, -2.874)
C (2.566, -8.513, -8.557)
H (-3.696, 1.672, -4.665)
H (1.403, 6.153, 9.998)
H (-0.057, 5.225, 10.429)
H (-0.918, 7.657, 5.328)

Atomic partial charges in e from the Löwdin method, atoms 1 to 8: H 0.071; H 0.048; C -0.527; H 0.057; H 0.027; H 0.069; Br 0.624; Br 0.666

---

The following is a quantum chemistry calculation of a molecular structure, C41H88N7O8 in a non-equilibrium geometry, from the OMol25 dataset.

Its net charge is +5. For the gap between HOMO and LUMO, the calculation gives 5.86 eV. The calculation puts the molar mass at 807.20 g/mol. The value obtained for the relative energy (zero: lowest compared OMol25 entry of this formula, charge and spin) is 2548.91 kJ/mol.

Element x y z (Å)
C (-1.123, -10.913, -1.465)
H (-3.425, -16.200, 0.163)
H (-5.894, -17.686, 4.150)
H (-2.622, -14.379, 3.766)
H (-6.408, -19.096, -1.095)
N (-9.071, -14.125, -3.085)
H (-3.213, -15.309, 3.377)
C (-2.725, -16.385, -4.700)
C (-1.647, -13.977, 3.491)
C (-4.110, -13.359, -1.920)
C (-6.467, -13.085, 3.039)
H (-6.046, -13.999, -1.305)
C (-5.277, -16.064, -4.274)
N (-5.673, -15.012, 1.857)
H (-8.606, -13.407, -6.501)
C (-5.304, -13.270, -0.980)
H (-8.730, -16.239, 0.460)
H (-10.037, -19.053, -2.200)
H (-7.847, -12.461, -5.102)
H (-8.222, -16.076, -3.409)
H (-5.170, -17.548, 1.084)
H (-3.902, -13.457, -4.090)
H (-0.062, -10.880, -1.714)
H (-1.315, -15.526, -1.506)
C (-5.823, -18.257, -1.471)
H (-5.923, -12.268, 2.564)
H (-7.519, -17.133, 1.407)
H (-9.316, -17.511, 3.147)
H (-5.311, -14.358, -3.519)
H (-0.926, -14.069, 4.304)
H (-2.272, -15.543, -4.176)
H (-4.112, -20.377, -0.954)
H (-8.586, -13.274, -2.838)
C (-4.573, -18.746, -2.276)
C (-1.748, -12.150, -2.178)
H (-1.582, -14.746, -2.989)
C (-5.104, -16.156, 2.763)
N (-3.259, -12.146, -1.912)
H (-7.994, -15.464, -1.782)
H (-3.706, -16.443, 4.565)
O (-2.861, -13.721, 0.732)
C (-8.604, -18.999, -3.743)
H (-8.895, -18.078, -4.249)
H (-8.323, -15.843, 2.187)
C (-1.222, -13.362, -1.462)
C (-7.868, -15.161, 2.906)
C (-3.684, -19.454, -1.344)
H (-6.394, -18.676, -4.554)
H (-10.643, -17.326, -0.509)
H (-8.914, -20.469, 0.189)
H (-5.394, -12.751, -3.648)
H (-1.786, -12.933, 3.207)
H (-7.249, -13.989, -5.611)
H (-11.064, -18.738, 2.138)
H (-7.240, -18.367, -1.163)
C (-10.471, -18.117, 0.222)
N (-8.950, -18.252, 0.187)
C (-4.498, -17.219, 1.877)
H (-7.514, -18.970, -3.751)
H (-5.378, -20.063, -5.342)
C (-2.385, -16.110, 0.477)
H (-6.490, -17.589, -2.016)
H (-0.986, -15.729, 2.575)
O (-6.219, -15.773, -1.925)
C (-3.306, -14.665, -1.639)
H (-9.984, -14.259, -2.675)
H (-3.840, -15.568, -1.937)
N (-1.219, -14.789, 2.289)
H (-10.993, -18.949, -0.250)
H (-4.127, -20.418, -3.764)
H (-9.968, -16.031, 2.275)
H (-6.879, -15.491, 4.900)
H (-6.296, -16.435, -4.161)
H (-5.775, -12.289, -0.920)
C (-6.893, -14.257, 2.136)
H (-1.302, -10.911, -0.389)
H (-1.731, -11.112, -4.260)
O (-10.294, -14.463, -5.067)
C (-4.095, -15.663, 3.910)
N (-3.844, -17.510, -2.824)
H (-0.378, -14.385, 1.903)
H (-8.818, -20.181, -1.940)
H (-7.992, -14.613, 0.222)
H (-5.234, -15.609, -5.264)
C (-8.573, -17.083, 1.132)
H (-6.836, -13.443, 0.022)
H (-1.564, -10.086, -2.021)
C (-7.344, -16.027, 4.073)
H (-5.520, -17.728, -0.568)
H (-5.868, -13.461, 3.868)
C (-9.241, -14.085, -4.593)
H (-6.832, -17.501, 2.767)
H (-3.486, -17.039, 1.515)
H (-3.422, -14.927, -0.588)
H (-8.713, -19.681, 1.746)
C (-2.272, -14.764, 1.177)
H (-2.016, -17.207, -4.792)
H (-8.224, -16.580, 4.401)
H (-4.516, -14.922, 4.589)
C (-7.523, -13.806, 0.786)
O (-3.861, -10.920, -2.079)
C (-4.111, -17.026, -4.211)
H (-5.136, -15.237, -3.579)
C (-10.910, -17.752, 1.699)
H (-4.352, -18.111, 2.487)
H (-3.418, -18.792, -0.520)
O (-4.778, -15.962, -0.425)
H (-7.325, -12.592, 3.497)
C (-6.286, -16.905, 3.499)
H (-7.367, -19.567, 0.627)
H (-2.728, -19.641, -1.833)
C (-8.173, -13.422, -5.501)
C (-8.953, -19.149, -2.265)
H (-8.863, -19.905, -4.291)
C (-8.454, -19.617, 0.689)
H (-6.987, -14.769, -3.116)
O (-3.401, -16.608, -1.898)
C (-4.671, -13.498, -3.319)
C (-5.436, -19.171, -4.718)
C (-7.954, -15.188, -2.836)
C (-4.392, -18.204, -5.259)
C (-1.778, -14.632, -1.923)
C (-4.940, -19.776, -3.423)
H (-8.532, -17.173, -1.621)
H (-5.646, -20.526, -3.067)
C (-9.670, -17.078, 2.211)
H (-3.447, -18.686, -5.510)
H (-4.813, -17.956, -6.234)
H (-11.765, -17.169, 2.039)
H (-2.959, -16.049, -5.710)
C (-8.309, -18.174, -1.251)
H (-1.763, -12.891, -4.139)
H (-2.076, -16.989, 1.042)
H (-1.298, -13.241, -0.382)
O (-6.836, -16.179, 0.009)
H (-8.714, -14.630, 3.342)
H (-5.121, -13.523, 0.065)
N (-5.933, -15.961, -0.811)
H (-8.311, -13.079, 0.979)
H (-0.360, -12.068, -3.877)
H (-0.171, -13.462, -1.736)
H (-1.777, -16.280, -0.411)
O (-4.669, -14.321, 1.093)
C (-1.424, -11.970, -3.663)

Atomic partial charges in e from the Löwdin method, atoms 1 to 8: C 0.026; H 0.035; H 0.152; H 0.028; H 0.112; N 0.158; H 0.011; C 0.042